Entry 1:
Here is the molecule CH2N2O2S at a distorted geometry from the Open Molecules 2025 dataset. Energies are from ωB97M-V/def2-TZVPD.

Cartesian coordinates (Å):
N (-1.42998, -3.07969, -1.45356)
C (-0.99012, -2.51154, -0.56631)
S (0.33786, -1.58743, 0.79945)
N (0.32676, 0.02244, 0.27685)
O (1.58365, -2.07777, 0.42592)
O (-0.22706, -1.76844, 2.10001)
H (-0.60215, 0.54483, 0.41764)
H (0.95736, 0.00613, -0.50064)

Cartesian forces, eV/Å:
N -0.685 -0.523 -0.858
C 2.621 1.828 2.785
S -3.645 1.383 -0.569
N -2.093 -1.986 2.346
O 1.757 -0.981 -0.663
O 0.110 0.381 -1.297
H 2.219 -1.033 -0.927
H -0.282 0.932 -0.817

Properties
Energy above the lowest of the compared OMol25 structures with the same formula, charge and spin in kcal per mole: 97.85
HOMO in eV: -12.23
Net charge: 0
HOMO-LUMO gap in eV: 11.68
SMILES: N#CS(N)(=O)=O

Entry 2:
Here is a cluster of 3 separate species, C2H9NO3 in total at a distorted geometry from the Open Molecules 2025 dataset. Energies are from ωB97M-V/def2-TZVPD.

Cartesian coordinates (Å):
N (0.76657, 0.54068, -0.47923)
C (-0.59283, 0.13288, -0.86210)
C (-1.60649, 0.48789, 0.22209)
O (-1.26834, 0.84583, 1.31115)
H (1.38688, 0.60563, -1.26648)
H (0.66776, 1.49314, -0.12972)
H (-0.53667, -0.89022, -1.21816)
H (-0.98210, 0.70369, -1.72267)
H (-2.63333, 0.43894, -0.17836)
O (3.53609, 2.12696, -0.18366)
H (2.99862, 2.45036, 0.55025)
H (4.16751, 1.56236, 0.27572)
O (-2.27627, -3.67912, 1.09743)
H (-1.83475, -2.92492, 0.68475)
H (-1.79264, -3.89410, 1.89900)

Cartesian forces, eV/Å:
N -0.966 0.393 0.544
C 0.809 1.037 -0.418
C 1.118 -0.962 -0.990
O -0.563 0.293 0.328
H 0.143 -0.138 -0.361
H 0.370 -0.235 0.146
H -0.567 -0.428 0.331
H 0.011 -0.038 -0.138
H -0.369 0.060 0.572
O -0.010 0.027 0.395
H -0.069 0.068 -0.195
H 0.076 -0.088 -0.222
O -0.139 0.090 -0.290
H 0.022 -0.253 0.333
H 0.134 0.174 -0.034

Properties
Energy above the lowest of the compared OMol25 structures with the same formula, charge and spin in kcal per mole: 46.37
HOMO in eV: -9.73
Net charge: 0
HOMO-LUMO gap in eV: 10.45
SMILES: NCC=O.O.O

Entry 3:
Here is a structure of composition C11H18Br12ClN4O at a distorted geometry from the Open Molecules 2025 dataset. Energies are from ωB97M-V/def2-TZVPD.

Cartesian coordinates (Å):
C (1.15873, -0.69920, 2.35704)
O (1.20595, -1.36334, 1.09705)
C (-0.03802, -1.88908, 0.69477)
C (-0.35440, -1.65269, -0.79471)
C (0.02704, -0.27615, -1.37326)
C (-0.24568, 0.96778, -0.50948)
N (-1.41559, 0.90164, 0.38311)
C (-2.62239, 0.52359, 0.05201)
N (-2.99311, 0.08644, -1.18366)
C (-4.29663, -0.24314, -1.08532)
Cl (-5.25001, -0.91070, -2.29399)
N (-4.72727, -0.00013, 0.15680)
N (-3.69367, 0.48778, 0.86356)
H (1.39092, -1.41551, 3.15005)
H (0.19187, -0.22111, 2.56328)
H (1.89835, 0.10192, 2.32084)
H (-0.87319, -1.47272, 1.27838)
H (-0.10331, -2.97359, 0.86242)
H (-1.39537, -1.90131, -1.01564)
H (0.23966, -2.38901, -1.34925)
H (-0.44797, -0.11091, -2.34347)
H (1.09997, -0.28776, -1.57280)
H (-0.33804, 1.85353, -1.14593)
H (0.64315, 1.15588, 0.10575)
H (-1.28564, 1.22849, 1.32831)
H (-5.67152, -0.16247, 0.47412)
H (-3.71025, 0.75230, 1.83586)
C (0.69974, -5.66719, -2.35052)
Br (1.75910, -4.75745, -1.01588)
Br (-1.08451, -4.94478, -2.46652)
Br (1.57145, -5.68203, -4.06378)
H (0.60522, -6.69528, -2.03121)
C (3.65217, 2.76991, -0.37928)
Br (2.17680, 4.00693, -0.50104)
Br (4.94579, 3.32652, 0.92676)
Br (3.04936, 0.97025, -0.03649)
H (4.14374, 2.76528, -1.34195)
C (5.93378, 0.95748, 4.14050)
Br (5.35777, -0.45564, 2.96187)
Br (4.45287, 2.05465, 4.70498)
Br (6.92853, 0.27786, 5.63942)
H (6.60177, 1.59108, 3.57424)
C (-3.89691, 3.87905, -2.64016)
Br (-3.74592, 2.06013, -1.91439)
Br (-5.02580, 4.99964, -1.54692)
Br (-2.15166, 4.64398, -2.90252)
H (-4.36686, 3.80909, -3.61293)

Cartesian forces, eV/Å:
C 0.476 -0.120 -0.126
O -0.589 0.561 -0.030
C -1.145 -0.380 -0.494
C 0.957 -0.042 -0.214
C -0.297 0.060 0.113
C 0.547 0.052 -0.391
N 0.056 0.226 0.371
C -0.243 -0.898 -0.927
N -0.431 -2.924 0.792
C 1.940 -0.402 1.109
Cl 0.114 0.061 0.259
N -1.570 -0.893 -1.037
N 0.983 0.437 1.029
H -0.048 0.226 0.115
H -0.063 -0.244 -0.131
H 0.123 -0.216 0.249
H 0.345 0.144 0.205
H 0.277 0.092 0.088
H 0.024 0.017 0.284
H -0.210 0.183 -0.052
H -0.077 -0.340 0.081
H -0.069 0.161 0.080
H -0.126 -0.114 0.029
H -0.770 -0.096 0.186
H 0.085 0.025 -0.031
H 0.144 0.238 0.490
H -0.517 -0.093 0.003
C 0.125 -0.037 -0.019
Br -0.042 -0.090 -0.090
Br 0.029 -0.032 0.002
Br -0.054 0.050 0.101
H -0.022 0.020 0.017
C 0.119 -0.047 0.029
Br 0.027 -0.070 0.035
Br -0.063 0.043 -0.036
Br 0.540 0.107 -0.075
H -0.021 0.004 0.002
C 0.028 -0.032 0.016
Br 0.005 0.053 0.057
Br 0.017 -0.050 -0.002
Br -0.081 0.021 -0.078
H -0.021 -0.008 -0.013
C -0.392 0.063 0.109
Br -0.157 4.525 -2.167
Br 0.109 -0.104 -0.049
Br -0.084 -0.123 0.087
H 0.025 -0.016 0.023

Properties
HOMO in eV: -11.84
Net charge: +1
HOMO-LUMO gap in eV: 8.65

Entry 4:
Here is a cluster of 2 separate species, C4H3NO in total at a distorted geometry from the Open Molecules 2025 dataset. Energies are from ωB97M-V/def2-TZVPD.

Cartesian coordinates (Å):
C (-1.93882, 0.25734, -0.21061)
C (1.42827, 0.74257, 0.20906)
C (0.90713, -0.43267, -0.03851)
C (-1.22591, -0.88208, 0.22276)
N (-2.34799, 1.20820, -0.73757)
O (-1.57625, -1.98501, 0.49018)
H (2.56916, 0.81511, 0.14262)
H (0.87654, 1.59712, 0.35028)
H (1.30787, -1.32058, -0.42822)

Cartesian forces, eV/Å:
C -1.165 1.897 -0.960
C 2.714 -2.106 -0.843
C -3.970 0.285 0.712
C 4.135 -1.025 -0.455
N 0.436 -1.030 0.773
O 0.108 1.089 0.001
H -1.694 0.130 -0.010
H -1.169 1.867 0.771
H 0.604 -1.107 0.011

Properties
Energy above the lowest of the compared OMol25 structures with the same formula, charge and spin in kcal per mole: 69.72
HOMO in eV: -9.64
Net charge: 0
HOMO-LUMO gap in eV: 8.88

Entry 5:
Here is a structure of composition C22H31N2O9PS2 at a distorted geometry from the Open Molecules 2025 dataset. Energies are from ωB97M-V/def2-TZVPD.

Cartesian coordinates (Å):
C (3.32436, -3.07967, 3.58501)
C (1.84204, -2.73314, 3.56342)
S (0.88981, -4.02465, 4.40798)
C (-0.82409, -3.35924, 4.59597)
C (-0.98096, -2.05955, 3.85583)
C (-1.13606, -1.92440, 2.49152)
P (-1.16989, -3.34558, 1.37804)
O (0.10617, -3.47181, 0.64972)
O (-1.47031, -4.69222, 2.16923)
O (-2.36796, -3.20731, 0.33296)
C (-1.22253, -0.59076, 1.92022)
C (-1.34421, -0.34149, 0.43072)
C (-1.15369, 0.51707, 2.70504)
C (-1.00168, 0.41889, 4.10542)
N (-0.88958, 1.38672, 5.01428)
S (-0.71263, 0.65198, 6.43233)
N (-0.76720, -0.88564, 5.98754)
C (-0.91834, -0.88158, 4.65803)
H (3.56366, -3.86909, 2.87946)
H (3.69351, -3.30490, 4.58235)
H (3.86043, -2.19324, 3.24661)
H (1.71247, -1.75894, 4.02996)
H (1.52183, -2.66497, 2.52704)
H (-0.94082, -3.17227, 5.65559)
H (-1.55250, -4.10387, 4.31189)
H (-0.76802, -5.30786, 1.91779)
H (-3.06560, -2.64153, 0.69363)
H (-1.36777, -1.24347, -0.14772)
H (-2.17793, 0.31178, 0.19169)
H (-0.44301, 0.18873, 0.12421)
H (-1.20073, 1.50223, 2.26137)
O (-1.23098, 4.36660, 0.05433)
C (-1.59975, 3.70506, -0.87565)
O (-1.00909, 2.54535, -1.22106)
C (-1.58908, 2.03292, -2.43685)
C (-2.96527, 2.67581, -2.52324)
C (-2.72117, 4.02483, -1.84636)
H (-0.94659, 2.31747, -3.26668)
H (-1.63807, 0.94857, -2.38182)
H (-3.34119, 2.74984, -3.54170)
H (-3.68450, 2.09580, -1.94135)
H (-2.36443, 4.77771, -2.55025)
H (-3.59533, 4.39255, -1.31621)
O (-2.26051, -1.60251, -2.13969)
C (-1.27042, -1.81303, -2.77862)
O (-0.14227, -1.08609, -2.61408)
C (0.84579, -1.48516, -3.58141)
C (0.44733, -2.89462, -3.99699)
C (-1.07366, -2.84408, -3.86888)
H (0.81807, -0.77927, -4.41455)
H (1.82927, -1.44703, -3.11970)
H (0.80231, -3.16546, -4.98945)
H (0.85041, -3.61650, -3.28586)
H (-1.55218, -2.48275, -4.78057)
H (-1.50095, -3.79846, -3.57542)
O (0.90437, 3.57973, -3.42694)
C (1.91361, 3.86570, -2.85019)
O (3.01124, 4.33973, -3.48261)
C (4.09297, 4.48924, -2.54524)
C (3.42665, 4.59768, -1.18056)
C (2.18413, 3.72892, -1.36506)
H (4.74022, 3.61294, -2.62362)
H (4.66803, 5.37443, -2.80597)
H (4.07184, 4.28460, -0.36222)
H (3.12725, 5.63025, -0.99602)
H (2.37792, 2.67861, -1.14242)
H (1.33524, 4.08044, -0.78420)

Cartesian forces, eV/Å:
C -0.005 0.360 -0.128
C 0.052 0.110 -0.175
S -0.051 -0.341 0.065
C 0.503 0.450 0.207
C -0.324 -0.617 -0.093
C -0.749 0.327 0.613
P 1.502 -0.219 -1.092
O 0.009 0.070 -0.031
O -0.491 0.139 0.076
O -0.407 0.287 0.972
C -0.129 0.027 -0.328
C 0.785 0.028 0.525
C -0.022 0.568 0.090
C 0.091 -0.517 -0.373
N -0.017 0.234 0.218
S -0.084 -0.078 -0.180
N 0.138 0.263 0.228
C 0.030 -0.341 0.150
H 0.009 -0.292 0.140
H -0.035 -0.214 0.053
H 0.102 0.038 -0.053
H -0.206 -0.014 0.207
H -0.108 0.047 -0.061
H -0.070 0.119 0.100
H 0.125 -0.183 -0.279
H 0.099 -0.073 0.212
H -0.198 -0.086 -0.359
H -0.213 -0.073 -0.205
H -0.214 -0.115 -0.015
H 0.012 0.094 -0.119
H -0.013 0.047 -0.123
O 0.110 -0.105 0.107
C 0.013 0.345 -0.173
O -0.051 -0.066 0.065
C -0.199 -0.301 -0.342
C -0.052 0.153 0.098
C -0.199 -0.493 -0.031
H 0.039 0.082 0.047
H 0.102 0.015 0.234
H 0.083 0.002 -0.024
H 0.006 -0.010 -0.013
H 0.013 0.061 0.057
H 0.108 0.223 0.033
O -0.103 0.100 -0.207
C -0.293 -0.059 -0.099
O 0.073 -0.043 -0.077
C 0.182 -0.088 -0.091
C -0.063 -0.102 -0.071
C 0.507 -0.128 0.125
H -0.036 0.005 0.006
H -0.067 0.107 0.129
H -0.002 0.082 -0.016
H 0.009 0.028 0.018
H -0.085 -0.020 0.029
H -0.221 0.085 -0.032
O 0.085 0.206 -0.328
C -0.142 -0.323 0.313
O -0.015 0.039 -0.016
C 0.134 0.062 0.157
C -0.057 -0.078 0.082
C 0.269 0.506 0.025
H -0.026 -0.020 -0.003
H -0.065 -0.010 -0.166
H 0.037 -0.036 -0.050
H 0.019 0.004 -0.006
H -0.108 -0.030 0.004
H -0.125 -0.242 -0.031

Properties
HOMO in eV: -8.36
Net charge: 0
HOMO-LUMO gap in eV: 7.64

Entry 6:
Here is the molecule C20H17NO5S at a distorted geometry from the Open Molecules 2025 dataset. Energies are from ωB97M-V/def2-TZVPD.

Cartesian coordinates (Å):
C (-2.59337, 2.02307, -1.41932)
C (-3.66671, 1.08811, -0.75952)
C (-3.03899, -0.22095, -0.61283)
C (-2.68322, -0.67258, 0.65937)
C (-2.17052, -1.91493, 0.79749)
C (-1.55500, -2.56526, -0.32582)
S (-0.62791, -4.09102, 0.03627)
O (-0.63810, -4.92404, -1.23904)
O (-1.26889, -4.78736, 1.13446)
O (0.96097, -3.49125, 0.36997)
C (1.41338, -2.31405, -0.23588)
C (1.90715, -2.49316, -1.53143)
C (2.57583, -1.50448, -2.26505)
C (2.75450, -0.18674, -1.62634)
C (2.14666, 0.06046, -0.34622)
C (1.61356, -0.98985, 0.42681)
C (1.28667, -0.76704, 1.83608)
O (0.66810, -1.70578, 2.47107)
C (1.36628, 0.50918, 2.47353)
C (1.98277, 1.60188, 1.78089)
N (1.62778, 2.86171, 2.36961)
C (2.71658, 3.81351, 2.34680)
C (1.40452, 3.99837, 1.49433)
C (2.45238, 1.34393, 0.38892)
O (3.23266, 2.11605, -0.14839)
C (-1.95295, -2.11639, -1.60972)
C (-2.75552, -0.91828, -1.79743)
H (-2.86734, 3.01403, -1.72008)
H (-1.72109, 2.08113, -0.71095)
H (-2.20054, 1.71780, -2.41226)
H (-4.09342, 1.48382, 0.18757)
H (-4.38824, 0.89147, -1.55172)
H (-2.73127, 0.10557, 1.44533)
H (-2.06251, -2.26257, 1.80761)
H (1.88723, -3.48903, -2.04497)
H (2.98255, -1.63827, -3.35258)
H (3.24951, 0.62674, -2.12982)
H (0.71562, 0.67665, 3.30678)
H (2.86864, 4.18494, 3.34787)
H (3.64520, 3.29341, 2.03554)
H (1.45519, 4.01662, 0.36664)
H (0.87149, 4.77976, 1.91159)
H (-1.65158, -2.73022, -2.43214)
H (-3.11805, -0.50498, -2.72303)

Cartesian forces, eV/Å:
C 1.193 -0.159 0.521
C 0.290 1.460 -1.529
C 0.706 -0.578 -0.358
C -0.591 1.622 -1.000
C 2.456 -0.994 0.065
C -2.141 0.749 0.781
S -1.737 -2.010 -3.987
O 1.123 2.936 3.367
O 1.865 1.509 -0.254
O -1.749 -0.191 0.277
C 0.836 1.379 0.121
C 0.589 -0.629 -1.294
C 0.674 3.107 0.426
C -1.883 -2.152 -0.020
C 1.210 -1.393 -0.047
C -0.401 -2.256 -1.972
C -3.343 -4.374 2.065
O 2.088 2.885 -1.834
C 2.260 3.649 -2.913
C -4.619 -3.239 2.295
N -0.402 -1.261 -0.716
C 0.506 -0.970 -0.335
C 3.891 -0.266 -0.893
C 1.990 0.491 -0.848
O -0.686 0.166 0.204
C -0.265 0.863 0.204
C 1.456 -2.296 2.715
H -0.806 0.858 0.709
H -0.636 0.126 -0.772
H -0.234 -0.875 0.777
H 0.186 -0.136 -0.869
H -0.855 0.623 0.404
H -0.511 -1.155 0.025
H 0.502 -0.504 0.172
H -0.477 0.833 0.975
H -0.841 -0.016 2.402
H 0.098 0.033 -0.048
H 0.266 0.059 0.626
H -0.303 1.019 -0.059
H -0.609 1.132 -0.718
H 0.147 -0.559 1.496
H -1.659 1.011 0.776
H 0.210 -0.077 -0.558
H 0.205 -0.421 -0.379

Properties
Energy above the lowest of the compared OMol25 structures with the same formula, charge and spin in kcal per mole: 177.22
HOMO in eV: -9.44
Net charge: 0
HOMO-LUMO gap in eV: 7.61
SMILES: CCc1ccc(S(=O)(=O)Oc2cccc3c2C(=O)C=C(N2CC2)C3=O)cc1

no.,total energy (Ha),LUMO (eV)
1,-697.3950,-0.55
2,-362.0409,0.72
3,-32072.2012,-3.19
4,-284.0620,-0.76
5,-2781.4598,-0.72
6,-1601.2474,-1.83